ORCA calculation (wB97M-V/def2-TZVPD) on the molecule C11H20BrNO4.

Calculated values
Energy above the lowest of the compared OMol25 structures with the same formula, charge and spin: 98.46 kcal per mole
Strongest force on any atom: 0.1703 Eh/bohr
E_HOMO: -0.3670 hartree
SMILES string: CC[C@H](Br)OC(=O)NCCCCCOC(C)=O
Molar mass: 310.2 g/mol
Total charge: 0

Each atom is followed by the atoms it is bonded to, with distances in Å.
Atoms and positions in Å:
1 C 5.582 0.869 -0.197  C2 1.657, H18 1.172, H19 1.175, H20 1.192
2 C 4.831 -0.410 0.542  C1 1.657, C3 1.669, H21 1.173, H22 1.173
3 C 3.436 -0.842 -0.265  C2 1.669, Br4 2.030, O5 1.472, H23 1.186
4 Br 3.573 -0.360 -2.233  C3 2.030
5 O 2.215 -0.333 0.381  C3 1.472, C6 1.496
6 C 1.060 -0.749 -0.474  O5 1.496, O7 1.335, N8 1.513
7 O 0.437 0.226 -1.141  C6 1.335
8 N 0.755 -2.229 -0.538  C6 1.513, C9 1.513, H24 1.046
9 C -0.669 -2.557 -0.148  N8 1.513, C10 1.653, H25 1.194, H26 1.184
10 C -1.803 -2.092 -1.257  C9 1.653, C11 1.654, H27 1.188, H28 1.173
11 C -2.977 -1.293 -0.409  C10 1.654, C12 1.646, H29 1.171, H30 1.192
12 C -2.490 0.156 0.199  C11 1.646, C13 1.640, H31 1.186, H32 1.193
13 C -3.594 0.811 1.220  C12 1.640, O14 1.483, H33 1.173, H34 1.193
14 O -2.985 1.831 2.108  C13 1.483, C15 1.477
15 C -2.198 2.816 1.339  O14 1.477, C16 1.667, O17 1.336
16 C -2.788 3.659 0.027  C15 1.667, H35 1.182, H36 1.176, H37 1.190
17 O -0.921 3.047 1.655  C15 1.336
18 H 4.766 1.665 -0.468  C1 1.172
19 H 6.184 0.516 -1.142  C1 1.175
20 H 6.344 1.321 0.601  C1 1.192
21 H 4.593 -0.110 1.650  C2 1.173
22 H 5.519 -1.359 0.505  C2 1.173
23 H 3.393 -2.028 -0.245  C3 1.186
24 H 1.355 -2.667 0.198  N8 1.046
25 H -0.735 -3.748 -0.108  C9 1.194
26 H -0.973 -2.196 0.938  C9 1.184
27 H -2.324 -3.055 -1.717  C10 1.188
28 H -1.352 -1.476 -2.147  C10 1.173
29 H -3.891 -1.152 -1.126  C11 1.171
30 H -3.334 -2.054 0.437  C11 1.192
31 H -2.326 0.901 -0.709  C12 1.186
32 H -1.423 0.079 0.727  C12 1.193
33 H -4.528 1.245 0.658  C13 1.173
34 H -3.974 -0.064 1.936  C13 1.193
35 H -3.963 3.664 0.153  C16 1.182
36 H -2.442 3.201 -0.999  C16 1.176
37 H -2.353 4.765 0.052  C16 1.190